Record 1
Computed, not measured: a 7-piece molecular cluster, C25H45N4O16P overall, with the ωB97M-V functional and the def2-TZVPD basis.

```
91
C25H45N4O16P, DFT the ωB97M-V functional and the def2-TZVPD basis
C 3.98662 2.17677 0.23400
C 3.43365 2.35529 -1.17875
O 2.70981 3.57728 -1.14212
C 2.29899 3.78816 0.06972
O 1.47509 4.63714 0.39305
O 3.02499 2.95927 0.92313
H 5.01702 2.53180 0.25218
H 3.95100 1.13268 0.54499
H 2.75930 1.50080 -1.23532
H 4.07141 2.24616 -2.05593
C -4.06456 3.13794 4.01366
C -4.29817 3.61389 2.61190
O -5.59357 3.29146 2.39330
C -6.26567 3.42983 3.57640
O -7.50387 3.64270 3.68866
O -5.36003 3.24294 4.57714
H -3.44293 3.88081 4.51349
H -3.62776 2.13929 4.01267
H -3.66769 3.10955 1.87962
H -4.01981 4.66108 2.49342
C -0.57237 0.52232 0.21749
C 0.71639 0.29160 1.11747
O 0.43448 1.16745 2.15501
C -0.75884 1.64222 2.16972
O -1.19811 2.39595 3.03251
O -1.45243 1.08807 1.15643
H -0.89964 -0.35049 -0.34748
H -0.40381 1.29297 -0.53469
H 1.60291 0.61005 0.56902
H 0.81448 -0.73928 1.45770
C -0.86302 0.18486 -4.33623
C -1.44351 1.58078 -4.22885
O -0.34348 2.40856 -4.69431
C 0.59119 1.57995 -5.21923
O 1.66086 1.89407 -5.72049
O 0.22058 0.27281 -5.19276
H -1.58007 -0.56686 -4.66617
H -0.42767 -0.03504 -3.36145
H -1.48134 1.74540 -3.15202
H -2.41067 1.73739 -4.70650
C 2.30175 2.37493 4.82333
C 2.48774 3.87976 4.65512
O 3.26585 4.16469 5.75865
C 3.36927 3.20623 6.60684
O 4.08294 3.26770 7.62863
O 2.65108 2.19378 6.16646
H 3.01442 1.78827 4.24365
H 1.25520 2.14509 4.62330
H 1.50600 4.35331 4.64958
H 2.90741 4.03331 3.66094
C -5.94371 -2.03354 1.12621
C -5.34706 -0.75875 1.64594
C -5.25090 0.25795 0.50030
C -4.38767 -0.11429 -0.61466
N -3.64863 -0.46980 -1.44836
H -5.83473 -2.72764 1.95954
H -5.45566 -2.41990 0.23142
H -7.00547 -2.00350 0.88157
H -4.32375 -0.90216 1.99293
H -5.92167 -0.50349 2.53632
H -4.59448 1.06637 0.82229
H -6.20133 0.62462 0.11258
O 1.19294 -1.53409 -1.44749
P 1.78516 -2.85907 -1.73717
N 0.73742 -4.05473 -2.35561
C -0.37260 -3.72217 -3.24040
C 1.06152 -5.52186 -2.44265
N 2.51557 -3.47720 -0.32166
C 1.56545 -3.65639 0.84126
C 3.74258 -2.80632 0.10318
N 2.93586 -2.84491 -3.03830
C 2.78727 -1.79342 -4.03414
C 3.79489 -3.93969 -3.53351
H -1.18987 -4.43933 -3.16384
H 0.08372 -3.65263 -4.22784
H -0.80543 -2.77526 -2.91769
H 0.50653 -6.10791 -1.71010
H 2.12141 -5.58241 -2.19556
H 1.01055 -5.96956 -3.43516
H 1.11177 -2.72852 1.18956
H 0.76022 -4.27756 0.44899
H 2.07969 -4.20439 1.63079
H 3.53464 -1.85833 0.59935
H 4.24692 -3.50393 0.77182
H 4.48283 -2.61403 -0.67344
H 3.41975 -1.98485 -4.90099
H 1.75003 -1.71268 -4.35924
H 3.15092 -0.86586 -3.59200
H 3.21175 -4.62469 -4.14899
H 4.21942 -4.53920 -2.72824
H 4.54274 -3.54959 -4.22389
```

Kohn-Sham gap (spin up / spin down) = 1.9 / 8.4 eV
E_HOMO (spin up / spin down) = 0.23 / -6.34 eV
2S+1 = 2
<S²> = 0.7505
net charge = -1

---

Record 2
Computed, not measured: C25H45NO10PRbSSi as an isolated structure, with the ωB97M-V functional and the def2-TZVPD basis.

```
85
C25H45NO10PRbSSi, DFT the ωB97M-V functional and the def2-TZVPD basis
Rb 0.70753 0.73711 1.49431
C 0.25012 0.95665 -4.68117
C -0.12189 1.31750 -3.23926
C -1.43700 0.72808 -2.84081
C -0.03233 2.79207 -2.92450
O 0.83151 0.67629 -2.33742
Si 1.59547 -0.79876 -2.60845
S 1.97907 -1.71653 -0.68646
O 0.64726 -1.82341 -3.43583
C 0.78179 -3.29817 -3.75909
C 2.20754 -3.65174 -3.41963
C -0.21542 -4.01817 -2.93709
C 0.58459 -3.43297 -5.22080
O 2.97463 -0.56366 -3.44207
C 4.33616 -0.17731 -3.47630
C 4.39966 1.06320 -2.60507
C 5.21646 -1.29498 -3.04595
C 4.63255 0.28532 -4.96136
H -0.31633 1.45212 -5.48934
H -0.06763 -0.08920 -4.75338
H 1.29355 0.99656 -4.99645
H -2.36078 1.26415 -3.26874
H -1.51547 0.75152 -1.74752
H -1.56704 -0.25411 -3.17446
H -0.67007 3.39162 -3.55418
H 0.95429 3.22352 -3.00032
H -0.34441 2.94235 -1.87625
H 2.32886 -3.43314 -2.34060
H 2.87716 -2.92461 -3.90383
H 2.43282 -4.70976 -3.77063
H -0.02473 -3.85115 -1.88228
H 0.04448 -5.10283 -3.08857
H -1.30234 -3.91709 -3.21666
H 1.27374 -2.72830 -5.66756
H -0.47677 -3.25703 -5.47571
H 0.93872 -4.39942 -5.64150
H 4.41768 0.85395 -1.56092
H 3.53672 1.71215 -2.93096
H 5.28013 1.70520 -2.81702
H 4.83633 -1.52564 -2.05660
H 6.21205 -0.87279 -2.88046
H 5.20526 -2.18187 -3.73987
H 4.00608 1.16681 -5.21665
H 4.33578 -0.55913 -5.62969
H 5.69124 0.58998 -5.04030
O 1.31322 -2.18415 8.40879
C 2.32572 -2.28036 7.62171
O 3.49086 -2.35974 8.05560
C 2.02253 -2.01724 6.14195
C 3.03463 -2.00020 5.10851
C 2.71028 -1.59167 3.82950
N 1.47496 -1.31562 3.47040
C 0.53773 -1.48662 4.37420
C 0.70872 -1.86858 5.74801
C -0.91007 -1.15988 4.01327
O -1.80062 -1.42525 4.86807
O -0.96353 -0.51784 2.95095
H 4.03825 -2.17282 5.46855
H 3.48110 -1.39864 3.09349
H -0.16530 -2.02027 6.37789
C -7.15978 2.18401 1.94900
C -5.98507 1.17971 2.05671
O -4.75897 1.94262 1.84003
P -3.35268 1.15451 2.17761
O -3.09741 1.76500 3.71546
C -3.62556 1.04754 4.86910
C -3.27657 1.74820 6.24594
O -2.37984 2.15778 1.37169
C -2.23313 3.55065 1.85887
C -1.37390 4.40472 0.87857
H -6.94185 2.91965 1.17681
H -7.44456 2.71800 2.92926
H -8.08494 1.64987 1.63880
H -6.10487 0.35093 1.35595
H -5.98899 0.85080 3.09706
H -3.13118 0.04789 4.86427
H -4.70142 1.10151 4.73735
H -3.31295 2.86455 6.10499
H -2.22491 1.49254 6.57392
H -3.83308 1.23474 7.04402
H -1.66277 3.45951 2.80529
H -3.23665 3.94828 2.07042
H -1.04707 5.25859 1.50276
H -2.06676 4.91689 0.16423
H -0.63061 3.82598 0.28837
```

Kohn-Sham gap = 5.7 eV
E_HOMO = -2.27 eV
net charge = -2

---

Record 3
Computed, not measured: C25H45NP2SV as an isolated structure, with the ωB97M-V functional and the def2-TZVPD basis.

```
75
C25H45NP2SV, DFT the ωB97M-V functional and the def2-TZVPD basis
V -0.22542 0.02672 0.30233
C -1.70348 1.54779 0.11376
C -2.10473 0.62215 -0.91543
C -2.03088 -0.52923 1.10162
C -1.81669 0.88806 1.38796
C -2.25775 -0.67042 -0.30803
C -1.71186 3.05094 -0.03015
H -1.37531 3.38225 -1.01707
H -1.10452 3.54589 0.73310
H -2.74879 3.39588 0.11075
C -1.88485 1.59004 2.67932
H -1.57356 2.60868 2.60864
H -1.17569 1.23265 3.43355
H -2.80400 1.34889 3.17348
C -2.19041 -1.65508 2.07734
H -3.26285 -1.75611 2.31272
H -1.66797 -1.43912 3.01452
H -1.81318 -2.62808 1.70477
C -3.06458 -1.82052 -0.83900
H -4.13200 -1.61012 -0.61418
H -2.82248 -2.75406 -0.31274
H -2.96130 -1.98558 -1.92631
C -2.86852 1.12686 -2.08054
H -3.81573 1.56736 -1.68615
H -3.10736 0.34290 -2.80500
H -2.33564 1.93823 -2.60433
C 1.58874 0.45763 -3.38812
C 0.57902 1.31700 -3.54192
C -0.02699 1.58609 -4.89087
C -0.91182 0.43588 -5.47687
C -1.02022 -0.82844 -4.69159
C 0.01855 -1.67849 -4.58876
C 1.34009 -1.37255 -5.22405
C 2.20814 -0.24895 -4.57131
H 0.75917 1.83013 -5.63550
H -0.48079 0.18722 -6.46743
H -0.65458 2.50281 -4.82595
H 2.49133 0.47775 -5.36449
H 1.96054 0.13551 -2.40428
H 0.07468 1.80116 -2.69311
H 3.16668 -0.71054 -4.24144
H 1.94177 -2.30250 -5.24789
H -0.04827 -2.64004 -4.03348
H 1.17638 -1.07907 -6.28226
H -1.92529 0.83783 -5.66360
H -1.99664 -1.02269 -4.19476
P 1.72534 1.78638 0.59622
C 1.41195 2.63564 2.20186
H 2.31124 3.24546 2.39332
H 1.27459 1.91985 3.02508
H 0.51382 3.27243 2.11904
C 3.45902 1.22507 0.84663
H 4.00726 2.08842 1.27411
H 3.89945 0.93048 -0.12374
H 3.48595 0.37265 1.54814
C 1.97024 3.29562 -0.41098
H 2.43664 3.02596 -1.37208
H 2.62574 3.95574 0.19077
H 0.99553 3.78284 -0.58472
P 0.97214 -2.31888 -0.18601
C -0.20335 -3.65851 -0.67010
H 0.40573 -4.49402 -1.05199
H -0.95098 -3.34453 -1.41218
H -0.71542 -3.99216 0.25574
C 2.62338 -2.62903 -0.96166
H 2.55507 -2.75497 -2.05607
H 3.04400 -3.53300 -0.47640
H 3.29794 -1.78349 -0.73303
C 1.40425 -3.17520 1.40570
H 1.61268 -4.22061 1.08878
H 0.53809 -3.12384 2.08628
H 2.29552 -2.69190 1.83992
S 0.24142 -0.25112 4.82929
C 0.41564 -0.29743 3.28060
N 0.66638 -0.32105 2.05605
```

Kohn-Sham gap (spin up / spin down) = 7.2 / 8.1 eV
E_HOMO (spin up / spin down) = -11.06 / -11.35 eV
2S+1 = 3
<S²> = 2.0320
ΔE to the lowest compared entry with this formula, charge and spin = 14.7 kcal per mole
net charge = +1

---

For each record above, in turn, the calculated max |F| values are 0.1050 0.0825 0.1135 Eh/bohr.